w.
This record from the Open Molecules 2025 dataset describes a molecular structure, C7H9N. The level of theory is ωB97M-V with the def2-TZVPD basis set.

Geometry (Å):
C  -1.28079  -0.83740  0.96157
C  -0.87866  -1.43230  -0.40767
C  0.30610  -1.07678  -0.99163
C  1.12853  -0.15183  -0.32604
C  0.76474  1.14021  -0.05733
C  -0.47432  1.64805  -0.43329
C  2.55345  -0.44149  -0.15871
H  -0.27094  -0.53927  1.75008
H  -1.96765  -1.39883  1.79404
H  -1.97081  0.15142  0.80807
H  -1.40614  -2.26225  -0.92533
H  0.59390  -1.59170  -2.03076
H  1.54724  1.78975  0.81517
H  -0.95288  2.13524  0.55546
H  -0.02468  2.52933  -1.00878
H  -1.32644  0.89139  -0.81368
N  3.65932  -0.55354  0.46884

---

x.
This record from the Open Molecules 2025 dataset describes C7H9N in the gas phase. The level of theory is ωB97M-V with the def2-TZVPD basis set.

Geometry (Å):
C  3.06398  -0.57345  -0.46228
C  2.12072  -0.24631  0.31978
C  0.71099  0.02538  0.73438
C  0.23310  1.34248  0.07536
C  -1.27978  1.28317  -0.46040
N  -1.54568  0.00899  0.17805
C  -2.10350  -1.29140  -0.02575
C  -0.49462  -0.91982  0.00779
H  4.09172  -0.66406  -1.10513
H  0.47969  0.22634  1.84141
H  0.14090  1.94226  1.00465
H  0.96287  1.76598  -0.75559
H  -2.06004  1.99342  -0.05543
H  -1.32210  1.03766  -1.48733
H  -2.66889  -2.00934  0.53667
H  -2.21766  -1.49198  -1.24178
H  -0.09210  -0.58360  -1.11708

---

So which one wins? Going from most stable to least: w, x.

---

w.
This record from the Open Molecules 2025 dataset describes a molecular structure, C7H9N. The level of theory is ωB97M-V with the def2-TZVPD basis set.

Geometry (Å):
C  -0.08938  -0.17482  -1.82814
C  0.64238  -0.90203  -0.63882
C  -0.68510  -0.85416  0.17135
C  0.40007  0.49987  1.39935
C  1.15914  0.22533  0.06535
C  0.07935  1.28975  0.16242
C  -0.90878  0.40895  -0.62535
H  -0.76368  -0.78762  -2.39602
H  0.36663  0.35466  -2.63815
H  1.39264  -1.61682  -0.82342
H  -1.48032  -1.71097  0.08110
H  -1.30734  -0.17623  1.84804
H  0.87295  1.04913  2.13041
H  2.08485  0.53698  -0.17945
H  0.19824  2.41394  -0.08972
H  -1.86507  0.96438  -0.89337
N  -0.44071  -0.56927  1.53195

---

x.
This record from the Open Molecules 2025 dataset describes a molecular structure, C7H9N. The level of theory is ωB97M-V with the def2-TZVPD basis set.

Geometry (Å):
C  0.38394  1.83598  -0.37790
C  -1.75144  -1.26949  -0.87748
C  1.15819  0.82202  0.36966
C  0.09800  -0.45914  0.75761
C  -0.60554  -0.41587  -0.46305
C  0.04371  0.57840  -1.18059
C  0.34136  -1.36667  1.69784
N  2.31257  0.87066  0.90238
H  2.62981  1.82453  1.07794
H  1.01251  2.52656  -0.94226
H  -0.43831  2.34930  0.11571
H  0.00728  0.67328  -2.25901
H  -1.89268  -1.22583  -1.95961
H  -2.67620  -0.92114  -0.40867
H  -1.59559  -2.31155  -0.59732
H  0.95649  -1.11777  2.54963
H  0.01590  -2.39329  1.59511

---

y.
This record from the Open Molecules 2025 dataset describes C7H9N in the gas phase. The level of theory is ωB97M-V with the def2-TZVPD basis set.

Geometry (Å):
C  -0.87959  1.75033  -2.91561
C  -0.72313  1.23547  -1.48468
C  0.12242  0.23453  -1.23216
C  0.26543  -0.30170  0.11731
C  0.01642  -1.62720  0.55919
C  0.36466  -1.73354  1.89125
N  0.68816  -0.46246  2.33328
C  0.39672  0.42248  1.27179
H  -0.36874  2.69780  -3.01177
H  -0.40021  1.08828  -3.64741
H  -1.93232  1.90396  -3.09971
H  -1.40181  1.64682  -0.75019
H  0.70054  -0.18222  -2.05558
H  -0.35667  -2.41659  -0.08190
H  0.48009  -2.69986  2.36510
H  0.47461  -0.24429  3.29440
H  0.62923  1.46970  1.50584

---

So which one wins? Going from most stable to least: y, w, x.

---

w.
This record from the Open Molecules 2025 dataset describes a gas-phase ion, C3H7N2O2 (charge +1). The level of theory is ωB97M-V with the def2-TZVPD basis set.

Geometry (Å):
C  2.09074  -0.38132  0.26193
C  0.93820  0.10015  -0.60413
O  0.49035  1.35676  -0.06572
N  -0.86262  1.27640  0.10736
C  -1.26132  0.01205  -0.10081
N  -2.47079  -0.54370  0.06916
O  -0.27193  -0.70719  -0.60595
H  1.99789  -0.26447  1.26495
H  3.03669  0.20474  0.03452
H  2.08255  -1.38612  0.02310
H  1.35113  0.12188  -1.59507
H  -1.24476  1.80486  0.93125
H  -3.25540  -0.08706  0.64081
H  -2.62075  -1.50699  -0.36139

Properties
Net charge: +1

---

x.
This record from the Open Molecules 2025 dataset describes a molecular structure, C3H7N2O2. The level of theory is ωB97M-V with the def2-TZVPD basis set.

Geometry (Å):
C  -2.21074  0.07817  0.41700
C  -0.39406  0.69276  0.02938
C  -0.85201  -1.79476  -0.59640
N  -1.19311  -0.49969  -0.30242
N  0.01249  1.42067  -1.20014
O  -3.23129  -0.23569  0.85714
O  -1.39104  1.33725  0.61589
H  0.44306  0.64350  0.68861
H  -1.34719  -2.55209  0.08192
H  -1.41578  -1.97818  -1.56922
H  0.24353  -1.92128  -0.56298
H  -0.69250  1.14494  -1.89368
H  0.94142  1.22830  -1.39650
H  -0.07776  2.42042  -1.06978

Properties
Net charge: +1

---

So which one wins? Going from most stable to least: x, w.

---

w.
This record from the Open Molecules 2025 dataset describes a molecular structure, C3H7N2O2. The level of theory is ωB97M-V with the def2-TZVPD basis set.

Geometry (Å):
C  1.17078  -1.12599  -0.06480
C  2.01507  0.62629  0.03553
C  -2.62141  0.67354  0.01222
N  2.33398  -0.74581  0.45517
N  0.83190  0.05111  -0.54476
O  -1.51725  0.20540  -0.02794
O  -3.73142  -0.01060  -0.11934
H  1.73197  1.36097  0.67386
H  2.68081  0.95836  -0.69387
H  0.65422  -2.05688  0.10871
H  2.97819  -1.17221  1.11320
H  -2.81495  1.81422  -0.01353
H  -0.06316  0.40499  -0.73418
H  -3.64874  -0.98338  -0.20025

Properties
Net charge: +1

---

x.
This record from the Open Molecules 2025 dataset describes 2 unconnected molecules or ions with the total composition C3H7N2O2. The level of theory is ωB97M-V with the def2-TZVPD basis set.

Geometry (Å):
C  1.74427  -0.20407  1.27258
C  -0.31547  0.54909  1.46032
C  -0.40905  -0.67058  0.55671
N  1.02917  0.69152  1.76933
N  0.93144  -1.12620  0.48995
O  0.13700  0.18773  -2.10919
O  1.23625  -2.18988  0.07778
H  2.82691  -0.11274  1.25535
H  -0.44691  1.38511  0.78816
H  -0.92924  0.53168  2.35418
H  -0.99789  -1.47859  1.08223
H  -0.92518  -0.41744  -0.42265
H  1.11217  -0.03041  -2.13304
H  -0.19142  0.62306  -2.88039

Properties
Net charge: +1

---

So which one wins? Going from most stable to least: w, x.

---

w.
This record from the Open Molecules 2025 dataset describes a gas-phase ion, C3H7N2O2 (charge +1). The level of theory is ωB97M-V with the def2-TZVPD basis set.

Geometry (Å):
O  -1.79643  0.80298  1.38560
C  -0.80501  -0.03002  1.04365
C  -0.85637  -1.14013  -0.23939
N  0.37034  -1.13486  -0.76429
C  1.11664  0.07613  -0.52937
O  1.11681  0.94280  -1.57036
N  0.42252  0.73544  0.68475
H  -2.54925  0.33777  1.76659
H  -1.50014  -1.99445  -0.26008
H  0.83764  -1.94858  -1.14318
H  2.16443  -0.12150  -0.27569
H  0.26900  0.98100  -2.03766
H  0.17486  1.70742  0.43277
H  1.03497  0.78600  1.50668

Properties
Net charge: +1

---

x.
This record from the Open Molecules 2025 dataset describes 2 unconnected molecules or ions with the total composition C3H7N2O2. The level of theory is ωB97M-V with the def2-TZVPD basis set.

Geometry (Å):
C  1.26148  -0.00748  0.56763
C  -0.00263  -0.36045  -0.21537
C  2.03917  1.09920  -0.01343
N  -2.24987  0.70224  0.33770
N  -0.18894  -1.46113  -0.81582
O  1.47576  -0.72537  1.55338
O  -3.19530  -0.17077  0.22896
H  3.15856  1.02567  0.18819
H  1.63837  2.01874  0.46952
H  1.54787  1.24524  -0.93646
H  -1.70330  0.98700  -0.50958
H  0.63034  -2.16266  -0.88322
H  -1.16551  -1.78174  -1.15522
H  -3.24599  -0.40848  1.18371

Properties
Net charge: +1

---

So which one wins? Going from most stable to least: w, x.

---

w.
This record from the Open Molecules 2025 dataset describes C3H4N2OS in the gas phase. The level of theory is ωB97M-V with the def2-TZVPD basis set.

Geometry (Å):
C  -0.73123  0.62998  1.74048
C  0.72459  0.24548  -0.18262
C  -0.10702  -0.44033  -1.20923
N  0.27177  0.05180  1.22582
N  -1.38148  -0.90853  -0.97351
O  -0.34922  -1.83233  -0.98664
S  -1.61545  1.89357  1.66326
H  1.84366  -0.01266  -0.28282
H  0.48394  1.37419  -0.40233
H  0.16232  -0.30792  -2.20964
H  0.69811  -0.69327  1.61723

---

x.
This record from the Open Molecules 2025 dataset describes C3H4N2OS in the gas phase. The level of theory is ωB97M-V with the def2-TZVPD basis set.

Geometry (Å):
O  -2.11913  -0.36397  -2.34781
S  -1.07080  0.49477  -1.95367
C  0.29509  -0.63768  -1.70441
C  1.40187  -0.36983  -0.82160
N  0.99604  0.22451  0.80699
N  -0.24163  0.21787  0.85874
C  -1.16616  0.11871  0.00268
H  -0.13480  -1.71613  -1.98385
H  2.04139  -1.24551  -0.91666
H  1.90982  0.57511  -0.94137
H  -1.98919  -0.45560  0.24688

---

So which one wins? Going from most stable to least: w, x.

---

w.
This record from the Open Molecules 2025 dataset describes C3H4N2OS in the gas phase. The level of theory is ωB97M-V with the def2-TZVPD basis set.

Geometry (Å):
O  -0.83417  -1.12411  -1.47858
C  -0.40357  -0.67957  -0.28612
C  -0.48569  -1.24369  0.94346
N  -0.05869  -0.30144  1.87734
C  0.24153  0.75620  1.24772
N  0.08510  0.58371  -0.10185
S  0.42244  1.65124  -1.41176
H  -0.63356  -0.40931  -2.16197
H  -0.77465  -2.25157  1.16166
H  0.67903  1.56342  1.73013
H  1.76224  1.45514  -1.52003

---

x.
This record from the Open Molecules 2025 dataset describes C3H4N2OS in the gas phase. The level of theory is ωB97M-V with the def2-TZVPD basis set.

Geometry (Å):
H  0.32918  2.63334  -0.35369
N  -0.49018  1.90652  0.08942
C  0.17104  0.78404  0.17630
O  1.45446  0.47923  -0.08887
N  1.56841  -0.89656  -0.06218
C  0.16784  -1.37268  0.01626
C  -0.68396  -0.33987  0.17708
S  -2.36177  -0.37980  0.01978
H  1.95977  -1.19705  0.90694
H  0.19935  -2.50935  -0.38810
H  -2.31415  0.89218  -0.49293

---

y.
This record from the Open Molecules 2025 dataset describes C3H4N2OS in the gas phase. The level of theory is ωB97M-V with the def2-TZVPD basis set.

Geometry (Å):
N  -1.78189  0.84388  0.37534
N  -0.79997  0.46807  -0.47278
C  -0.33283  -0.89484  -0.67157
C  0.96157  -1.07266  -0.32915
C  1.59227  0.11511  0.07626
S  2.93116  0.28850  1.04497
O  0.60703  1.06481  -0.10552
H  -1.45465  0.99264  1.38998
H  -2.00650  1.88758  0.21932
H  -1.18560  -1.65574  -1.02900
H  1.46941  -2.03736  -0.49785

---

z.
This record from the Open Molecules 2025 dataset describes C3H4N2OS in the gas phase. The level of theory is ωB97M-V with the def2-TZVPD basis set.

Geometry (Å):
S  -2.21392  0.00090  0.03543
C  -0.59812  0.06219  -0.09044
N  0.24047  1.11670  -0.36408
C  1.50975  1.08706  0.34519
C  2.04100  -0.22103  -0.09906
N  1.38740  -1.30920  -0.16160
O  -0.00432  -1.09525  0.19019
H  -0.25473  1.93819  -0.52931
H  2.14864  1.88681  0.09344
H  1.31897  1.01669  1.40838
H  3.13357  -0.31584  -0.31525

---

So which one wins? Going from most stable to least: w, z, x, y.